39
Properties=species:S:1:pos:R:3:nbo_charge:R:1 method="wB97M-V/def2-TZVPD" e_lumo_ev=-0.12 total_energy_ha=-993.5636 e_homo_ev=-9.0 homo_lumo_gap_ev=8.89 de_lowest_kcal_mol=131.5 mol_weight_g_mol=234.2
H 0.894 -0.243 -0.823 0.48
O -3.481 -2.391 1.618 -0.93
H 0.185 0.239 -3.845 0.47
H 5.164 0.012 -1.283 0.47
H -0.715 1.758 2.900 0.46
H -1.883 0.967 0.177 0.48
H 0.331 3.968 -1.793 0.47
H -1.148 1.766 1.241 0.45
H 0.401 0.985 -0.075 0.47
O 0.367 0.022 -0.061 -0.95
O 1.432 -4.134 2.914 -0.93
H -0.119 2.983 3.575 0.46
H 2.309 -3.855 3.200 0.46
H 2.184 0.188 2.463 0.48
H -3.580 -2.199 -2.227 0.45
H 0.977 -3.308 2.715 0.47
H 1.869 4.854 0.355 0.48
O -1.227 -2.813 -0.709 -0.94
H -3.361 -1.601 2.157 0.47
H -1.445 -2.358 0.113 0.44
O -0.961 2.553 3.387 -0.92
H 5.100 -0.876 -2.515 0.47
H -0.345 -4.101 -3.217 0.46
O 4.685 -0.105 -2.111 -0.94
O 0.030 0.540 -2.943 -0.94
H -2.999 -3.106 -1.155 0.50
H 0.694 1.225 -2.807 0.47
H -1.223 -2.113 -1.371 0.51
O 0.148 -3.578 -2.575 -0.92
H 1.191 5.953 -0.447 0.47
O -1.830 1.848 0.565 -0.93
O -2.934 -2.213 -1.512 -0.95
O 1.445 0.710 2.132 -0.93
O 1.241 5.580 0.440 -0.94
H 1.621 1.600 2.456 0.46
H -0.049 4.402 -0.387 0.50
O 0.550 3.819 -0.867 -0.97
H -2.585 -2.716 1.476 0.46
H 0.814 -3.125 -3.105 0.46